a | ORCA calculation (ωB97M-V/def2-TZVPD) on a 3-piece molecular cluster, C3H10O3 overall.

The structure (SMILES) is CCC=O.O.O. The HOMO energy comes out at -0.383 Ha.

The geometry in ORCA input format:
```
! wB97M-V def2-TZVPD RIJCOSX def2/J DEFGRID3
* xyz 0 1
O -1.05 -1.02 -2.45
H -0.72 -0.52 -1.63
C 0.11 0.08 1.23
H 0.64 0.47 2.08
H -0.37 0.99 0.77
O 2.13 0.25 -0.14
C -0.99 -1.09 1.55
O 0.34 2.40 -0.98
C 1.15 -0.44 0.25
H -0.35 -0.85 -3.14
H 0.64 3.24 -1.41
H -0.40 -2.04 1.57
H -1.62 -0.83 2.44
H 1.22 2.01 -0.72
H 1.03 -1.47 -0.09
H -1.75 -1.20 0.67
*
```

b | ORCA calculation (ωB97M-V/def2-TZVPD) on a 3-piece molecular cluster, C3H10O3 overall.

The structure (SMILES) is C=C(C)O.O.O. The HOMO energy comes out at -0.328 Ha.

The geometry in ORCA input format:
```
! wB97M-V def2-TZVPD RIJCOSX def2/J DEFGRID3
* xyz 0 1
H -2.53 1.54 -0.27
H 0.22 2.44 1.52
H -0.71 3.16 0.38
O 0.32 0.03 -0.19
H -2.13 -0.24 -0.50
H 2.52 1.41 -2.68
O 2.29 1.06 -1.82
H 1.16 0.06 0.27
O -0.66 -4.54 1.82
C -0.54 1.09 0.01
H 1.57 0.42 -1.88
H -1.53 -4.92 1.63
H 0.91 2.53 -0.22
H -0.57 -3.75 1.30
C -1.82 0.72 -0.12
C 0.03 2.36 0.43
*
```

Most favorable first, least favorable last: a, b

a | ORCA calculation (ωB97M-V/def2-TZVPD) on a 2-piece molecular cluster, C9H20N2O overall.

The structure (SMILES) is CC1(O)CCC1.C=NNC(C)C. The HOMO energy comes out at -0.323 Ha.

The geometry in ORCA input format:
```
! wB97M-V def2-TZVPD RIJCOSX def2/J DEFGRID3
* xyz 0 1
O -3.14 -1.61 -0.86
C -0.98 -1.01 -0.02
H 2.33 -2.35 -0.79
H 2.88 1.42 -0.53
H 1.66 3.05 -1.16
N 2.21 0.96 0.09
N 0.91 1.41 -0.14
H 3.22 -1.08 -1.64
C -3.01 -0.12 1.24
H -3.72 0.77 -1.09
C -2.78 1.33 0.79
H 3.81 -1.83 1.20
H -1.80 1.72 1.11
H -2.01 1.28 -1.36
C 2.38 -0.47 0.27
H -0.20 2.94 -0.98
H -2.51 -0.46 2.14
H -0.84 -2.05 0.28
H 1.45 -1.03 -1.61
C 3.71 -0.76 0.97
C 0.79 2.50 -0.79
C 2.34 -1.29 -1.02
C -2.43 -0.62 -0.11
H 3.80 -0.20 1.91
H -4.08 -0.36 1.28
H 4.56 -0.50 0.35
H 1.57 -0.79 0.95
H -3.57 2.05 1.04
H -0.48 -0.38 0.71
H -2.85 -2.47 -0.54
C -2.71 0.80 -0.66
H -0.50 -0.85 -0.99
*
```

b | ORCA calculation (ωB97M-V/def2-TZVPD) on a 2-piece molecular cluster, C9H20N2O overall.

The structure (SMILES) is CC(C)=CCC[N+]([O-])=C(C)C.N. The HOMO energy comes out at -0.261 Ha.

The geometry in ORCA input format:
```
! wB97M-V def2-TZVPD RIJCOSX def2/J DEFGRID3
* xyz 0 1
C 1.22 -1.11 0.76
C -0.38 2.63 -0.12
C -0.35 0.13 2.01
H -1.36 0.23 2.12
O 2.16 0.48 -1.70
H 0.50 0.39 -3.34
N -1.92 -3.75 -0.37
H -2.00 0.14 -0.23
H 1.91 -0.72 1.51
H -0.01 1.03 2.41
H 2.00 -1.21 -0.11
H -1.55 -4.58 -0.76
H 1.78 1.77 1.53
C 0.78 1.63 -0.24
H -1.43 -1.08 -2.31
H 2.92 1.23 0.31
H -0.01 -0.73 2.61
C -0.05 -0.21 0.57
C 2.08 1.87 0.53
H -1.15 -3.16 -0.16
C -0.95 -0.34 -0.46
H -1.33 2.12 0.37
N 1.08 1.12 -1.49
C 0.10 0.71 -2.46
H 0.87 -2.04 0.96
C -0.52 -0.59 -1.84
H 0.01 3.33 0.54
H 2.33 2.86 0.25
H -2.27 -4.03 0.60
H -0.67 1.38 -2.59
H 0.38 -1.39 -1.85
H -0.57 3.16 -1.05
*
```

Most favorable first, least favorable last: a, b